Run one
Computed, not measured: C4H8O3 in the gas phase, with ωB97M-V with the def2-TZVPD basis set.

Cartesian coordinates (Å):
C: -1.7033 1.0104 -0.6742
C: -0.2392 0.7313 -0.2833
O: 0.0088 1.2221 1.0191
C: 0.0544 -0.7570 -0.4173
O: 1.4662 -1.0583 -0.3671
C: 2.0228 -1.2000 0.8297
O: 1.4786 -1.0284 1.8960
H: -2.2580 0.1000 -0.9324
H: -1.7728 1.6931 -1.5255
H: -2.1982 1.4756 0.1808
H: 0.4325 1.2545 -0.9801
H: 0.3621 0.5085 1.5715
H: -0.2603 -1.1180 -1.3984
H: -0.4641 -1.3253 0.3635
H: 3.0705 -1.5086 0.7176

* SMILES: C[C@@H](O)COC=O
* HOMO-LUMO gap: 0.4086 Ha
* HOMO energy: -10.26 eV
* LUMO level: 0.85 eV

Run two
Computed, not measured: C4H8O3 in the gas phase, with ωB97M-V with the def2-TZVPD basis set.

Cartesian coordinates (Å):
C: 1.4118 0.5703 0.6417
C: 0.3156 1.4678 -0.0735
O: -0.5022 0.8900 -1.0963
C: -1.2994 -0.0667 -0.5276
O: -2.2592 0.1677 0.1579
C: -0.5564 -1.3517 -0.6315
O: -1.1469 -2.4434 -0.0084
H: 1.2133 -0.3489 1.2274
H: 2.2401 0.3114 -0.0324
H: 1.7697 1.2592 1.4007
H: 0.8550 2.2663 -0.5878
H: -0.3603 1.9080 0.6693
H: -0.2545 -1.5790 -1.6566
H: 0.3482 -0.9699 -0.1157
H: -1.7748 -2.0810 0.6328

* SMILES: CCOC(=O)CO
* HOMO-LUMO gap: 0.4115 Ha
* HOMO energy: -10.42 eV
* LUMO level: 0.78 eV

Run three
Computed, not measured: a molecular structure, C4H8O3, with ωB97M-V with the def2-TZVPD basis set.

Cartesian coordinates (Å):
C: -0.6162 -0.8146 -2.4851
O: -0.0797 -0.9576 -1.1643
C: -0.3467 0.0424 -0.3213
O: -0.9362 1.0526 -0.6076
C: 0.1247 -0.3418 1.0895
C: 0.8691 1.3170 1.6918
O: -0.8441 -0.6787 1.9225
H: -1.7023 -0.7069 -2.4461
H: -0.3416 -1.7263 -3.0154
H: -0.1877 0.0598 -2.9810
H: 1.0608 -0.9253 1.0933
H: 1.6283 1.3652 0.9092
H: 1.3691 1.2614 2.6647
H: 0.2342 2.2040 1.6016
H: -0.1505 0.5053 2.0272

* HOMO-LUMO gap: 0.3772 Ha
* HOMO energy: -9.52 eV
* LUMO level: 0.74 eV

Tell me which of them is the least stable. Sure, it is run three.

Run one
Computed, not measured: C4H8O3 in the gas phase, with ωB97M-V with the def2-TZVPD basis set.

Cartesian coordinates (Å):
C: 0.6212 -1.7283 2.0083
O: 0.1985 -0.4702 1.5159
C: 0.4835 -0.3285 0.1511
O: 0.0750 -1.1973 -0.7121
C: 0.1134 0.9854 -0.4231
C: -0.9434 1.0420 -1.4543
O: -1.5549 2.3117 -1.3946
H: 1.7180 -1.8190 1.9802
H: 0.2835 -1.7854 3.0451
H: 0.1815 -2.5475 1.4304
H: 0.7653 1.8550 -0.3161
H: 1.6157 -0.1478 0.0416
H: -0.5522 0.8041 -2.4523
H: -1.6504 0.2271 -1.2187
H: -1.3546 2.7985 -2.2016

* HOMO-LUMO gap (alpha / beta): 0.2773 / 0.3310 Ha
* HOMO energy (alpha / beta): -9.08 / -9.83 eV
* LUMO level (alpha / beta): -1.54 / -0.82 eV

Run two
Computed, not measured: 2 unconnected molecules or ions with the total composition C4H8O3, with ωB97M-V with the def2-TZVPD basis set.

Cartesian coordinates (Å):
O: 1.8440 -0.1723 0.7534
C: 1.0126 -0.9625 -0.0607
C: 0.3397 -0.1250 -1.1258
C: 0.0834 1.2937 -0.9197
O: 1.2064 0.8578 -1.6915
H: 2.3374 0.3894 0.1343
H: 0.2624 -1.4326 0.5822
H: 1.5777 -1.7735 -0.5465
H: -0.2796 -0.6671 -1.8408
H: 0.3345 1.7480 0.0374
H: -0.7052 1.7831 -1.4883
C: -1.9964 -0.2258 1.5594
O: -2.3402 -0.1242 0.4083
H: -2.6102 0.1564 2.3961
H: -1.0426 -0.7076 1.8443

* SMILES: OC[C@H]1CO1.C=O
* HOMO-LUMO gap: 0.4003 Ha
* HOMO energy: -10.29 eV
* LUMO level: 0.60 eV

Run three
Computed, not measured: C4H8O3 in the gas phase, with ωB97M-V with the def2-TZVPD basis set.

Cartesian coordinates (Å):
C: 2.1623 -0.7465 -0.9282
C: 0.9903 0.2037 -0.8594
O: 0.3161 -0.0550 0.4069
C: -0.8573 0.4547 0.5949
O: -1.2632 1.3979 -0.2202
C: -1.8185 -0.0864 1.5791
O: -2.6721 -0.3872 0.5433
H: 2.8629 -0.5622 -0.1088
H: 1.8170 -1.7823 -0.8681
H: 2.6913 -0.6089 -1.8762
H: 0.2663 0.0391 -1.6609
H: 1.2988 1.2525 -0.8732
H: -1.3806 -0.9460 2.1158
H: -2.1640 0.6556 2.3272
H: -2.2492 1.1711 -0.1722

* HOMO-LUMO gap: 0.3448 Ha
* HOMO energy: -8.65 eV
* LUMO level: 0.73 eV

Run four
Computed, not measured: 2 unconnected molecules or ions with the total composition C4H8O3, with ωB97M-V with the def2-TZVPD basis set.

Cartesian coordinates (Å):
C: -0.8541 0.6872 -1.2104
C: -0.7881 0.1004 0.2096
C: 0.4345 -0.0354 1.0082
O: 0.6062 -0.9032 1.8441
C: 1.4233 1.1240 0.8517
O: 2.5232 1.0616 1.3292
H: -1.1749 -0.0533 -1.9572
H: -1.6055 1.4785 -1.2031
H: 0.0893 1.1021 -1.5843
H: -1.4679 -0.7425 0.3366
H: -0.9992 0.8526 1.0613
H: 1.0831 1.9953 0.2491
O: 0.4181 -2.0248 -0.6100
H: -0.2861 -2.6762 -0.6697
H: 0.5980 -1.9662 0.3449

* SMILES: CCC(=O)C=O.O
* HOMO-LUMO gap: 0.3451 Ha
* HOMO energy: -9.83 eV
* LUMO level: -0.44 eV

Tell me which of them is the least stable. Sure, it is run one.

Run one
Computed, not measured: 2 unconnected molecules or ions with the total composition C4H8O3, with ωB97M-V with the def2-TZVPD basis set.

Cartesian coordinates (Å):
C: 2.0247 -0.5697 0.0863
C: 0.5360 -0.7484 0.3890
O: 0.3318 -1.3661 1.6267
C: -0.0719 0.6304 0.3749
O: -0.5547 1.1531 1.3527
H: 2.1819 -0.1847 -0.9280
H: 2.5318 -1.5316 0.1825
H: 2.4676 0.1311 0.8023
H: 0.0607 -1.3403 -0.4075
H: -0.0747 -0.6945 2.1981
H: 0.0124 1.1720 -0.5905
C: -2.3700 0.8471 -1.2742
O: -2.2284 -0.2708 -0.8431
H: -2.2899 1.7389 -0.6231
H: -2.5575 1.0335 -2.3463

* SMILES: C[C@@H](O)C=O.C=O
* HOMO-LUMO gap: 0.3926 Ha
* HOMO energy: -10.29 eV
* LUMO level: 0.40 eV

Run two
Computed, not measured: 3 unconnected molecules or ions with the total composition C4H8O3, with ωB97M-V with the def2-TZVPD basis set.

Cartesian coordinates (Å):
C: -1.4759 -2.1885 -0.0351
O: -0.7265 -1.0845 0.4963
C: -0.4513 -0.1237 -0.3863
O: -0.7345 -0.1163 -1.5467
C: 0.1503 1.2091 0.4476
C: 1.4386 0.6467 0.0780
O: -0.1550 2.3326 -0.1016
H: -2.4459 -1.8426 -0.3988
H: -1.5999 -2.8824 0.7951
H: -0.9270 -2.6561 -0.8558
H: -0.1428 1.0002 1.4907
H: 1.9106 -0.1344 0.6740
H: 2.0732 2.3504 0.2415
H: 1.7297 0.7247 -0.9662
H: 1.3563 2.7649 0.0672

* HOMO-LUMO gap (alpha / beta): 0.3252 / 0.3253 Ha
* HOMO energy (alpha / beta): -9.65 / -9.65 eV
* LUMO level (alpha / beta): -0.80 / -0.80 eV

Tell me which of them is the least stable. Sure, it is run two.

Run one
Computed, not measured: a molecular structure, C4H8O3, with ωB97M-V with the def2-TZVPD basis set.

Cartesian coordinates (Å):
O: -0.1040 0.7965 -2.2217
C: -0.0527 1.6727 -1.2309
C: 1.0102 0.6595 0.6273
C: -0.1478 -0.1678 1.0044
O: -0.9961 0.1757 1.8209
C: -0.3161 -1.5135 0.3094
O: -1.5033 -2.1277 0.6999
H: 0.7316 0.8184 -2.7141
H: -1.0202 1.6580 -0.7152
H: 0.8607 1.5959 -0.3916
H: 1.2866 1.3631 1.4168
H: 1.8592 0.0831 0.2468
H: -0.2937 -1.3468 -0.7810
H: 0.5598 -2.1381 0.5542
H: -1.8741 -1.5292 1.3746

* HOMO-LUMO gap: 0.3126 Ha
* HOMO energy: -8.65 eV
* LUMO level: -0.15 eV

Run two
Computed, not measured: 2 unconnected molecules or ions with the total composition C4H8O3, with ωB97M-V with the def2-TZVPD basis set.

Cartesian coordinates (Å):
O: 2.3935 0.2358 0.3378
C: 1.3081 -0.1500 0.7123
C: 0.0225 0.2004 0.0102
C: -1.2921 -0.4028 0.4821
O: -2.3620 0.0528 -0.3050
C: 0.0741 1.5275 -0.6072
O: 0.1055 0.3482 -1.4010
H: 1.1717 -0.7302 1.6493
H: -1.4946 -0.1001 1.5146
H: -1.2261 -1.5054 0.4660
H: -2.0652 -0.0173 -1.2258
H: 1.0319 2.0414 -0.5634
H: -0.8354 2.1172 -0.6451
H: 1.2712 -1.9999 -0.1455
H: 1.8970 -1.6176 -0.2791

* SMILES: O=C[C@@]1(CO)CO1.[H][H]
* HOMO-LUMO gap: 0.3938 Ha
* HOMO energy: -10.13 eV
* LUMO level: 0.58 eV

Run three
Computed, not measured: C4H8O3 in the gas phase, with ωB97M-V with the def2-TZVPD basis set.

Cartesian coordinates (Å):
C: 0.7191 -0.0442 -2.4351
O: -0.1871 -0.3489 -1.4169
C: -0.7082 0.6790 -0.6727
O: -0.9815 1.7461 -1.1774
C: 0.0907 -0.3910 0.6098
C: -0.5210 0.0765 1.8604
O: 0.0423 -0.6506 2.9220
H: 1.4122 0.7594 -2.1456
H: 1.2735 -0.9681 -2.6157
H: 0.1349 0.2493 -3.2930
H: -0.0407 -1.4895 0.4622
H: 1.1856 -0.2217 0.5288
H: -0.3359 1.1563 1.9183
H: -1.6017 -0.0914 1.7504
H: -0.4823 -0.4614 3.7043

* SMILES: COC(=O)CCO
* HOMO-LUMO gap: 0.3737 Ha
* HOMO energy: -9.53 eV
* LUMO level: 0.64 eV

Tell me which of them is the least stable. Sure, it is run one.